The following is a DFT calculation (ωB97M-V/def2-TZVPD) of a cluster of 16 separate species, C21H26BCl45FN2O2 in total in a non-equilibrium geometry.

Positions of all 98 atoms, in Å:
C1 3.76030 -2.47478 3.54962
O1 3.60558 -2.88530 2.17197
B1 2.26562 -2.96936 1.81947
O2 1.78827 -4.19391 1.45679
C2 1.44389 -1.61548 1.88008
N1 2.08547 -0.37315 1.85503
C3 1.20178 0.59327 1.94666
N2 -0.01221 0.04726 2.03933
C4 0.10762 -1.32204 1.97483
C5 -1.05034 -2.29463 2.01158
C6 -1.07847 -3.08273 3.33440
F1 -2.21504 -1.49992 1.94446
H1 4.84199 -2.46671 3.75505
H2 3.40497 -1.44768 3.75160
H3 3.25109 -3.14998 4.25588
H4 1.28143 -4.20574 0.62507
H5 3.09558 -0.33535 1.77067
H6 1.49417 1.63892 1.97247
H7 -0.85394 0.60277 2.13625
H8 -1.09476 -2.95259 1.13182
H9 -0.10711 -3.59104 3.42354
H10 -1.92740 -3.79950 3.25117
H11 -1.27986 -2.40940 4.17711
C7 -2.82513 -5.64943 6.20710
Cl1 -1.85422 -6.66320 7.27248
Cl2 -2.45149 -3.94205 6.45812
Cl3 -2.56543 -6.10104 4.51967
H12 -3.87017 -5.80604 6.44598
C8 -0.39014 0.93509 -1.75725
Cl4 0.75380 0.42612 -0.49232
Cl5 -0.09676 2.60285 -2.21021
Cl6 -0.26266 -0.15301 -3.12463
H13 -1.39670 0.86472 -1.36241
C9 3.06071 -1.56093 7.36280
Cl7 4.80364 -1.60871 7.61249
Cl8 2.59592 -0.10155 6.47615
Cl9 2.51367 -3.00709 6.50642
H14 2.57702 -1.53713 8.33182
C10 -4.28940 2.34223 -0.98080
Cl10 -3.37082 1.29571 0.12471
Cl11 -3.92224 4.03391 -0.67061
Cl12 -3.94231 1.92379 -2.65753
H15 -5.34416 2.17744 -0.79683
C11 1.68584 -5.82059 -2.16375
Cl13 0.57549 -4.52015 -1.65131
Cl14 1.26130 -6.42762 -3.76229
Cl15 3.35332 -5.24809 -2.13396
H16 1.59284 -6.63522 -1.45588
C12 2.74926 -1.74399 -5.69106
Cl16 1.70292 -2.84095 -4.77843
Cl17 3.37584 -2.53565 -7.13587
Cl18 1.88004 -0.26398 -6.11838
H17 3.58674 -1.47602 -5.05358
C13 -2.37982 4.19537 -5.98350
Cl19 -2.77360 5.37986 -4.73732
Cl20 -1.69678 2.74459 -5.24568
Cl21 -3.80823 3.80479 -6.94268
H18 -1.63388 4.62376 -6.64258
C14 -0.36114 7.99552 -3.64699
Cl22 0.54371 6.93116 -2.56226
Cl23 0.02712 9.68651 -3.33192
Cl24 -0.03830 7.58626 -5.33079
H19 -1.41453 7.84889 -3.46012
C15 5.51709 -0.74035 -2.71831
Cl25 5.57786 -0.67427 -4.48296
Cl26 6.74715 0.30338 -2.01053
Cl27 3.90360 -0.29155 -2.13998
H20 5.71614 -1.75972 -2.41010
C16 4.51749 6.28821 -1.54160
Cl28 4.15575 7.62578 -2.62920
Cl29 3.03005 5.47886 -1.02402
Cl30 5.61207 5.13671 -2.31085
H21 5.00772 6.68793 -0.66252
C17 -2.52053 5.63569 3.12351
Cl31 -1.00524 6.53757 3.21629
Cl32 -3.70094 6.50532 2.14395
Cl33 -2.24119 4.01678 2.46925
H22 -2.91866 5.53312 4.12554
C18 0.48958 3.34738 5.68736
Cl34 -1.04779 4.17514 5.92812
Cl35 0.90515 2.38492 7.10179
Cl36 0.43124 2.32591 4.23781
H23 1.26102 4.09438 5.54402
C19 -1.55935 -5.48936 -6.52893
Cl37 -0.45467 -4.38981 -5.69662
Cl38 -0.70131 -6.93465 -7.07077
Cl39 -2.91547 -5.92640 -5.48291
H24 -1.95321 -4.98079 -7.40041
C20 -3.80706 -9.72139 2.80603
Cl40 -3.45318 -9.40574 4.50701
Cl41 -3.99509 -11.45060 2.51750
Cl42 -5.25287 -8.84303 2.29827
H25 -2.97110 -9.36797 2.21496
C21 -4.97503 8.85883 -5.05700
Cl43 -3.84517 8.28686 -3.81827
Cl44 -4.65908 10.54744 -5.44836
Cl45 -4.87592 7.85330 -6.50220
H26 -5.97887 8.78302 -4.65755

Output
Net charge   +1
Lowest unoccupied orbital energy   -2.59 eV

Mulliken population analysis, charges in e, atoms 1 to 2: -0.505 -0.526


The following is a DFT calculation (ωB97M-V/def2-TZVPD) of a structure of composition C4H10N2O2 in a non-equilibrium geometry.

Positions of all 18 atoms, in Å:
O1 -1.79823 1.52693 -0.41434
C1 -1.56466 0.45370 0.34068
O2 -2.65848 -0.50463 0.34376
C2 -0.39532 -0.25940 -0.39659
C3 0.92018 0.32863 -0.01114
C4 2.45973 -0.30323 -0.24875
N1 3.23652 0.56703 0.63706
N2 -0.60284 -1.68230 -0.10878
H1 -0.66203 -0.07894 -1.49179
H2 0.89883 0.22149 1.05816
H3 0.96758 1.46708 -0.15364
H4 2.34455 -0.65717 -1.32838
H5 2.44844 -1.28601 0.16511
H6 4.25663 0.65641 0.40504
H7 2.90419 0.77100 -0.58848
H8 -1.34142 0.65028 1.41468
H9 -2.09246 -1.32620 0.20646
H10 -1.02592 -2.10777 -0.92574

Output
Net charge   0
Energy above the lowest of the compared OMol25 structures with the same formula, charge and spin   1193.7 kJ/mol
Lowest unoccupied orbital energy   -3.59 eV

natural (NBO) population analysis, charges in e, atoms 1 to 2: -0.399 0.372


The following is a DFT calculation (ωB97M-V/def2-TZVPD) of a cluster of 2 separate species, C3H2NO2S in total in a non-equilibrium geometry.

Positions of all 9 atoms, in Å:
C1 -0.82625 0.37891 0.76180
C2 2.60989 0.76780 -0.07282
C3 -1.18340 0.96272 -0.44733
N1 -0.83596 -0.38666 -0.63004
O1 -1.52494 1.86939 -1.17300
O2 2.86761 1.60793 0.73183
S1 2.29312 -0.41535 -1.00292
H1 0.32038 0.58503 1.10798
H2 0.05725 -0.69804 -1.11205

Output
Net charge   -1
Energy above the lowest of the compared OMol25 structures with the same formula, charge and spin   367.3 kJ/mol
Lowest unoccupied orbital energy   2.97 eV

natural (NBO) population analysis, charges in e, atoms 1 to 2: -0.515 0.401


The following is a DFT calculation (ωB97M-V/def2-TZVPD) of a structure of composition C12H26N4O3 in a non-equilibrium geometry.

Positions of all 45 atoms, in Å:
C1 -1.70293 2.36205 0.44950
C2 -0.24459 1.56560 0.25019
C3 -2.40807 1.90463 1.71777
C4 -2.88575 0.43618 1.75066
C5 -3.71665 -0.04244 2.82513
C6 -3.71737 -1.58200 3.01420
C7 1.18878 0.06278 -1.00935
C8 1.06168 -1.00664 0.05109
C9 2.39778 0.61346 -0.67948
C10 3.60524 0.12986 -1.38872
C11 3.51264 0.09396 -2.85477
C12 3.48462 -1.40823 -3.62061
H1 -2.23627 0.96828 -1.10130
H2 -3.84424 2.69737 -0.68632
H3 -1.46377 3.32490 0.75259
H4 -3.23080 2.67451 1.75246
H5 -1.91254 2.31710 2.64510
H6 -3.60043 0.34536 0.99131
H7 -1.90100 -0.19224 1.68395
H8 -4.66913 0.56913 2.88431
H9 -3.21664 0.74661 3.64719
H10 -4.24016 -1.74480 3.83607
H11 -4.33679 -1.99501 2.18345
H12 -1.54187 -1.43036 3.13978
H13 -2.21968 -1.81516 1.50344
H14 -0.23567 1.56257 -1.85368
H15 1.00398 -0.54270 -2.00607
H16 2.69635 0.61551 0.31910
H17 2.61963 1.77172 -0.94624
H18 3.57958 -0.84697 -0.98393
H19 4.45199 0.69308 -0.98305
H20 2.48875 0.52515 -3.12159
H21 4.23889 0.57194 -3.53404
H22 4.51832 -1.70404 -3.53184
H23 3.12121 -1.26384 -4.65201
H24 2.73195 -3.14486 -3.33944
H25 2.57559 -2.36899 -2.09047
H26 -0.94115 -1.33818 -0.75769
N1 -2.37044 2.36358 -0.73903
N2 -2.27993 -2.11623 2.75583
N3 0.02065 0.99998 -1.03338
N4 2.36904 -2.16714 -3.06985
O1 0.39628 1.43945 1.17804
O2 2.03703 -1.36002 0.79826
O3 -0.19126 -1.74602 0.00125

Output
Net charge   0
Energy above the lowest of the compared OMol25 structures with the same formula, charge and spin   1189.3 kJ/mol
Lowest unoccupied orbital energy   -0.09 eV

natural (NBO) population analysis, charges in e, atoms 1 to 2: -0.185 0.728


The following is a DFT calculation (ωB97M-V/def2-TZVPD) of a cluster of 13 separate species, H26O13 in total in a non-equilibrium geometry.

Positions of all 39 atoms, in Å:
O1 -1.97725 0.49290 3.43431
H1 -1.44767 -0.13068 2.88298
H2 -2.69691 0.88781 2.89916
O2 -0.85706 -0.33099 -3.73991
H3 -0.50191 0.16575 -4.48513
H4 -0.07323 -0.57518 -3.28051
O3 -0.92988 -2.17330 -0.65590
H5 -0.31317 -2.12192 -1.43280
H6 -1.84394 -2.02064 -1.02364
O4 1.26570 -0.11645 2.51254
H7 0.73722 -0.17673 1.74520
H8 1.81518 0.60853 2.22113
O5 -0.05154 0.15201 0.24712
H9 -0.31574 -0.80868 0.10970
H10 0.39438 0.44916 -0.55109
O6 1.26517 3.04584 -0.06097
H11 0.80769 3.00311 0.78177
H12 1.02293 3.85241 -0.47181
O7 -3.80628 -1.69971 1.06597
H13 -2.86805 -1.66064 1.20394
H14 -3.86086 -2.59698 0.73475
O8 3.22458 1.21607 0.71368
H15 3.29623 0.49894 0.15177
H16 2.51792 1.81448 0.48552
O9 -2.42718 1.47848 -0.32622
H17 -2.36035 1.92709 -1.14235
H18 -1.52019 1.24190 -0.07126
O10 -1.40253 -2.01405 2.18684
H19 -0.81187 -2.66068 1.87286
H20 -2.11664 -2.59154 2.54188
O11 0.80279 1.08238 -2.11639
H21 0.93019 1.93819 -1.71288
H22 0.09592 1.37113 -2.75726
O12 1.07428 -2.74102 1.31461
H23 1.58471 -1.99308 1.72153
H24 1.53173 -3.05290 0.54668
O13 3.23616 1.75492 -2.74365
H25 4.02555 1.30150 -2.47167
H26 2.55392 1.18258 -2.33050

Output
Net charge   0
Energy above the lowest of the compared OMol25 structures with the same formula, charge and spin   254.6 kJ/mol
Lowest unoccupied orbital energy   -0.53 eV

natural (NBO) population analysis, charges in e, atoms 1 to 2: -0.974 0.496


The following is a DFT calculation (ωB97M-V/def2-TZVPD) of a structure of composition C44H46N2O4PS4Sn in a non-equilibrium geometry.

Positions of all 102 atoms, in Å:
Sn1 0.37410 0.97849 0.68893
C1 -5.22700 -4.58493 -1.76087
C2 -4.10977 -3.57299 -1.89687
C3 -4.00588 -2.77916 -3.03311
C4 -3.06555 -1.76767 -3.15348
C5 -2.17890 -1.58347 -2.13530
C6 -2.18686 -2.46865 -1.02754
C7 -3.12927 -3.43306 -0.89460
S1 -1.02565 -0.15994 -2.23067
O1 -0.56003 -0.20130 -0.66621
C8 0.41920 -0.72925 -3.05941
C9 0.81288 -2.11145 -3.05919
C10 1.74906 -2.55900 -3.88744
C11 2.48296 -1.65376 -4.75062
C12 3.46382 -2.10376 -5.63377
C13 4.09264 -1.14396 -6.41357
C14 3.64681 0.20823 -6.60347
C15 2.54858 0.55398 -5.83362
C16 1.99703 -0.27444 -4.82124
C17 0.94202 0.12810 -3.94604
C18 0.47306 1.58201 -4.07136
C19 -0.67453 1.77865 -4.87405
C20 -1.30632 0.64661 -5.57639
C21 -2.31250 0.90177 -6.45585
C22 -2.65138 2.24443 -6.85508
C23 -2.08766 3.27982 -6.17353
C24 -1.12174 3.11421 -5.14653
C25 -0.49169 4.23834 -4.55175
C26 0.51350 3.97447 -3.59338
C27 0.95868 2.65608 -3.35076
S2 2.06527 2.61532 -2.01411
O2 1.25786 2.21465 -0.79122
C28 3.16599 1.27983 -2.22154
C29 3.23712 0.15205 -1.46045
C30 4.37334 -0.63558 -1.43746
C31 5.47614 -0.29480 -2.24671
C32 6.80806 -0.99894 -2.13788
C33 5.36929 0.75161 -3.15978
C34 4.21237 1.56052 -3.09211
H1 -5.83828 -4.40626 -0.85079
H2 -4.83478 -5.58083 -1.64544
H3 -5.92305 -4.51663 -2.58283
H4 -4.67850 -2.97660 -3.85607
H5 -3.04299 -1.10834 -3.98995
H6 -1.34726 -2.46608 -0.36820
H7 -3.10165 -4.02258 0.07101
H8 0.28146 -2.99225 -2.45110
H9 1.97481 -3.65886 -3.89771
H10 3.79503 -3.10641 -5.48496
H11 5.02904 -1.42604 -6.82996
H12 4.32653 0.89598 -7.14090
H13 2.27833 1.59618 -5.85765
H14 -0.94592 -0.37248 -5.46970
H15 -2.79960 0.02034 -6.88857
H16 -3.33112 2.50707 -7.69087
H17 -2.26395 4.29951 -6.42082
H18 -0.72923 5.28613 -4.71314
H19 1.01650 4.80120 -3.04610
H20 2.57296 0.08484 -0.62496
H21 4.47955 -1.49417 -0.82385
H22 7.58977 -0.39076 -2.69546
H23 6.80401 -1.92540 -2.66378
H24 7.16883 -1.21602 -1.13902
H25 6.17319 0.96382 -3.88505
H26 4.14170 2.41857 -3.76271
C35 -4.94212 2.96247 1.52195
N1 -3.49417 2.85332 1.32631
C36 -2.63543 3.82053 1.79789
C37 -1.37941 3.42120 1.44893
N2 -1.46402 2.17451 0.75854
C38 -2.72665 1.85845 0.70148
H27 -5.40469 2.82793 0.54486
H28 -5.17281 4.11481 1.80272
H29 -5.30493 2.34157 2.23577
H30 -3.02241 4.71070 2.33595
H31 -0.42654 3.90463 1.58923
H32 -3.09489 0.97210 0.18231
C39 -2.34594 1.68466 7.59694
C40 -1.21051 0.67336 7.61539
C41 -0.11397 1.04154 6.56340
O3 -1.70399 -0.71687 7.28057
P1 -0.57766 -1.75782 7.35160
S3 -1.43028 -3.65262 7.12011
S4 -0.11523 -2.66220 5.63525
O4 0.61401 -1.49053 8.32064
C42 0.62370 -2.07519 9.90641
C43 1.45064 -3.32740 10.03083
C44 1.07303 -0.93703 10.75082
H33 -1.98323 2.66838 7.27394
H34 -2.81652 1.81548 8.56286
H35 -3.09697 1.33694 6.89759
H36 -0.72749 0.56442 8.60641
H37 -0.60196 0.93146 5.60204
H38 0.73322 0.37795 6.61692
H39 0.33973 2.01322 6.81063
H40 -0.47570 -2.30934 9.87482
H41 2.49836 -3.07185 9.89233
H42 1.09472 -4.10718 9.47856
H43 1.27716 -3.73248 11.04845
H44 2.05275 -0.68710 10.44244
H45 1.06064 -1.42329 11.72831
H46 0.34912 -0.13567 10.78340

Output
Net charge   +3
Energy above the lowest of the compared OMol25 structures with the same formula, charge and spin   72.6 kJ/mol
Lowest unoccupied orbital energy   -7.41 eV

Mulliken population analysis, charges in e, atoms 1 to 2: 0.816 -1.438


| no. | HOMO-LUMO gap (eV) | HOMO energy (eV) |
| --- | --- | --- |
| 1 | 9.71 | -12.30 |
| 2 | 6.25 | -9.84 |
| 3 | 5.02 | -2.05 |
| 4 | 9.27 | -9.36 |
| 5 | 9.54 | -10.07 |
| 6 | 7.05 | -14.46 |